Molecular formula: C2H4ClN
Method: DFT, ωB97M-V/def2-TZVPD

**Gap between HOMO and LUMO**: 11.62 eV
**Maximum force**: 0.8 eV Å⁻¹
**Total charge**: 0
**SMILES**: C#N.CCl
**Energy above the lowest of the compared OMol25 structures with the same formula, charge and spin**: 13.0 kcal/mol

Geometry as XYZ:
```
8
Properties=species:S:1:pos:R:3:lowdin_charge:R:1
Cl 1.43 -0.76 0.97 0.43
C 0.47 -1.68 -0.20 -0.52
N -1.52 1.74 0.06 0.06
C -0.91 2.69 0.17 -0.08
H -0.34 3.58 0.29 0.05
H -0.57 -1.43 -0.06 0.02
H 0.79 -1.40 -1.20 0.02
H 0.65 -2.74 -0.03 0.03
```